[1]
Formula: C29H49GdNP2
Source: the Open Molecules 2025 dataset
Level of theory: ωB97M-V with the def2-TZVPD basis set

Total charge ... +1
Highest occupied orbital energy (spin up / spin down) ... -8.72 / -8.72 eV
Lowest unoccupied orbital energy (spin up / spin down) ... -0.174 / -0.190 Ha
Multiplicity ... 8
Orbital gap (spin up / spin down) ... 3.98 / 3.56 eV

CARTESIAN COORDINATES (ANGSTROEM)
Gd1 0.057 0.018 0.715
C1 -0.871 -2.085 2.475
C2 0.438 -2.360 1.941
C3 0.657 -0.919 3.746
C4 -0.718 -1.220 3.596
C5 1.382 -1.582 2.709
C6 -2.115 -2.797 2.095
H1 -2.128 -3.058 1.031
H2 -3.005 -2.183 2.304
H3 -2.224 -3.736 2.666
C7 -1.765 -0.847 4.573
H4 -2.725 -1.321 4.328
H5 -1.917 0.243 4.621
H6 -1.480 -1.184 5.584
C8 1.247 -0.213 4.905
H7 0.997 -0.744 5.840
H8 0.862 0.814 5.000
H9 2.341 -0.168 4.832
C9 2.849 -1.679 2.606
H10 3.239 -2.513 3.219
H11 3.340 -0.760 2.964
H12 3.177 -1.852 1.571
C10 0.795 -3.439 0.998
H13 1.147 -4.330 1.557
H14 1.608 -3.139 0.315
H15 -0.069 -3.756 0.391
C11 -1.314 1.096 -3.681
C12 -1.678 -0.206 -3.868
C13 -1.069 -1.075 -4.938
C14 0.448 -0.917 -5.158
C15 1.248 -0.558 -3.944
C16 1.646 0.701 -3.634
C17 1.029 1.943 -4.223
C18 -0.452 1.856 -4.628
H16 -1.582 -0.863 -5.903
H17 0.627 -0.231 -6.002
H18 -1.296 -2.139 -4.734
H19 -0.552 1.506 -5.665
H20 -1.788 1.711 -2.914
H21 -2.640 -0.609 -3.509
H22 -0.832 2.893 -4.651
H23 1.161 2.778 -3.512
H24 2.658 0.889 -3.242
H25 1.612 2.247 -5.118
H26 0.819 -1.888 -5.530
H27 1.652 -1.411 -3.395
P1 -1.858 -0.529 -1.171
C19 -3.380 0.480 -1.362
C20 -1.538 -2.195 -1.865
P2 2.055 0.487 -1.000
C21 -0.372 0.440 -1.491
C22 3.135 -0.898 -1.515
C23 2.735 2.171 -1.157
H28 -3.331 1.359 -0.688
H29 -4.205 -0.168 -1.021
H30 -3.603 0.818 -2.388
H31 -0.920 -2.214 -2.778
H32 -2.512 -2.654 -2.097
H33 -1.030 -2.816 -1.109
H34 2.520 2.588 -2.147
H35 3.819 2.159 -0.989
H36 2.255 2.823 -0.407
H37 -0.447 1.525 -1.581
H38 0.087 -0.033 -2.353
H39 3.878 -1.079 -0.733
H40 3.635 -0.689 -2.463
H41 2.522 -1.801 -1.642
C24 -2.903 1.588 2.324
C25 -1.625 2.243 2.710
C26 -1.479 3.332 3.592
C27 -0.094 3.572 3.711
C28 0.564 2.621 2.902
C29 2.027 2.441 2.782
N1 -0.380 1.843 2.243
H42 -3.405 2.163 1.529
H43 -2.787 0.545 1.973
H44 -3.572 1.568 3.201
H45 -2.307 3.846 4.064
H46 0.424 4.324 4.305
H47 2.476 2.385 3.790
H48 2.329 1.530 2.232
H49 2.472 3.309 2.267


[2]
Formula: C29H49N12OP
Source: the Open Molecules 2025 dataset
Level of theory: ωB97M-V with the def2-TZVPD basis set

Total charge ... 0
Highest occupied orbital energy ... -6.76 eV
Lowest unoccupied orbital energy ... -0.005 Ha
Orbital gap ... 6.63 eV

CARTESIAN COORDINATES (ANGSTROEM)
C1 7.284 2.085 2.104
O1 6.085 1.328 1.831
C2 5.454 1.808 0.604
C3 5.091 3.352 0.674
C4 3.639 3.727 0.137
C5 2.441 2.831 0.710
P1 2.615 2.271 2.530
H1 7.045 3.072 2.633
H2 7.945 1.475 2.787
H3 7.835 2.341 1.149
H4 6.222 1.613 -0.222
H5 4.556 1.146 0.429
H6 5.855 3.994 0.117
H7 5.143 3.722 1.754
H8 3.446 4.835 0.303
H9 3.664 3.578 -0.994
H10 2.195 1.951 0.018
H11 1.507 3.490 0.674
H12 2.247 0.860 2.495
H13 3.976 2.283 2.953
C6 1.743 0.110 6.300
C7 2.159 0.804 5.082
N1 2.481 1.352 4.114
H14 2.402 0.344 7.138
H15 0.728 0.390 6.596
H16 1.756 -0.974 6.169
C8 -0.391 -0.004 -1.131
C9 -0.402 0.857 0.052
N2 -0.410 1.537 0.981
H17 0.169 0.450 -1.951
H18 0.069 -0.971 -0.920
H19 -1.400 -0.198 -1.497
C10 1.813 -1.929 -4.589
C11 0.502 -1.890 -3.937
N3 -0.528 -1.859 -3.427
H20 2.514 -2.563 -4.044
H21 1.744 -2.319 -5.602
H22 2.258 -0.935 -4.655
C12 -3.284 1.260 2.283
C13 -4.577 0.721 1.866
N4 -5.594 0.302 1.530
H23 -2.876 0.711 3.133
H24 -2.548 1.207 1.479
H25 -3.362 2.308 2.581
C14 3.803 -3.959 -8.537
C15 3.790 -3.102 -7.351
N5 3.780 -2.428 -6.419
H26 4.362 -3.501 -9.355
H27 4.264 -4.925 -8.327
H28 2.792 -4.152 -8.902
C16 10.191 1.265 5.806
C17 10.593 1.987 4.598
N6 10.909 2.553 3.650
H29 10.859 1.480 6.642
H30 9.181 1.538 6.117
H31 10.203 0.185 5.649
C18 -3.076 3.653 -0.317
C19 -2.262 3.808 -1.522
N7 -1.622 3.929 -2.469
H32 -3.925 4.339 -0.314
H33 -3.477 2.641 -0.232
H34 -2.496 3.850 0.587
C20 -6.797 -0.135 -1.664
C21 -6.368 0.595 -2.858
N8 -6.026 1.170 -3.793
H35 -6.150 0.076 -0.811
H36 -7.815 0.131 -1.374
H37 -6.778 -1.215 -1.826
C22 -4.000 2.725 -5.631
C23 -3.166 2.887 -6.823
N9 -2.510 3.014 -7.759
H38 -4.844 3.416 -5.634
H39 -4.407 1.716 -5.560
H40 -3.432 2.910 -4.716
C24 -5.952 -2.885 2.425
C25 -6.915 -3.854 1.901
N10 -7.672 -4.615 1.488
H41 -6.161 -2.635 3.467
H42 -4.932 -3.270 2.384
H43 -5.970 -1.952 1.858
C26 -0.487 -2.908 4.285
C27 -1.737 -2.162 4.141
N11 -2.720 -1.577 4.029
H44 -0.673 -3.964 4.492
H45 0.116 -2.856 3.376
H46 0.120 -2.517 5.103
C28 -8.474 -6.515 -1.572
C29 -8.962 -7.859 -1.885
N12 -9.346 -8.914 -2.131
H47 -8.303 -6.389 -0.501
H48 -7.531 -6.303 -2.079
H49 -9.187 -5.748 -1.879


[3]
Formula: C29H49NO3PSe2Ta
Source: the Open Molecules 2025 dataset
Level of theory: ωB97M-V with the def2-TZVPD basis set

Total charge ... +2
Highest occupied orbital energy ... -13.33 eV
Lowest unoccupied orbital energy ... -0.274 Ha
Orbital gap ... 5.87 eV

CARTESIAN COORDINATES (ANGSTROEM)
Ta1 -0.638 -0.145 0.952
O1 -3.160 0.527 1.229
C1 -4.096 0.293 2.273
C2 -3.323 -0.016 3.531
C3 -4.337 -0.004 4.699
O2 -3.636 -0.364 5.869
C4 -2.322 1.090 3.852
Se1 -0.755 1.555 2.691
C5 -2.765 -1.437 3.509
Se2 -1.657 -2.068 1.970
H1 -3.655 0.698 0.413
H2 -4.759 -0.541 2.018
H3 -4.708 1.188 2.419
H4 -5.144 -0.711 4.475
H5 -4.771 0.998 4.776
H6 -4.233 -0.375 6.625
H7 -1.811 0.870 4.786
H8 -2.845 2.039 3.968
H9 -3.583 -2.155 3.508
H10 -2.122 -1.636 4.361
C6 0.267 -3.108 -0.764
O3 0.371 -1.675 -0.462
H11 1.011 -3.641 -0.177
H12 0.434 -3.252 -1.826
H13 -0.730 -3.436 -0.481
H14 1.306 -1.520 -0.226
C7 -1.684 -1.593 -3.027
C8 -1.348 -0.096 -3.152
C9 0.155 0.096 -3.350
C10 -2.083 0.407 -4.404
P1 -1.930 0.743 -1.560
C11 -3.708 0.286 -1.578
C12 -4.082 -0.964 -1.066
C13 -5.385 -1.420 -1.176
C14 -6.347 -0.630 -1.793
C15 -5.997 0.616 -2.290
C16 -4.689 1.070 -2.187
C17 -1.816 2.623 -1.663
C18 -2.739 3.240 -0.603
C19 -2.095 3.247 -3.036
C20 -0.382 3.013 -1.297
H15 -1.100 -2.143 -3.768
H16 -2.735 -1.778 -3.239
H17 -1.467 -2.010 -2.041
H18 0.471 -0.486 -4.218
H19 0.739 -0.241 -2.496
H20 0.407 1.138 -3.556
H21 -1.802 -0.255 -5.226
H22 -1.810 1.414 -4.699
H23 -3.167 0.343 -4.298
H24 -3.351 -1.581 -0.560
H25 -5.649 -2.394 -0.783
H26 -7.365 -0.985 -1.883
H27 -6.741 1.240 -2.769
H28 -4.449 2.038 -2.599
H29 -3.798 3.092 -0.810
H30 -2.560 4.318 -0.587
H31 -2.521 2.861 0.397
H32 -3.051 2.978 -3.479
H33 -1.305 3.014 -3.748
H34 -2.090 4.331 -2.904
H35 -0.169 2.757 -0.261
H36 -0.280 4.098 -1.372
H37 0.370 2.567 -1.945
C21 4.298 2.695 0.001
N1 2.913 2.260 -0.144
C22 2.815 1.130 -1.037
C23 2.214 2.040 1.112
C24 2.425 0.694 1.758
C25 3.628 0.459 2.412
C26 3.937 -0.791 2.930
C27 3.031 -1.830 2.774
C28 1.827 -1.600 2.129
C29 1.467 -0.330 1.627
H38 4.670 3.027 -0.968
H39 4.966 1.902 0.364
H40 4.349 3.540 0.688
H41 3.215 1.397 -2.016
H42 1.760 0.869 -1.173
H43 3.352 0.234 -0.679
H44 1.144 2.141 0.904
H45 2.466 2.849 1.799
H46 4.334 1.274 2.521
H47 4.877 -0.954 3.441
H48 3.249 -2.815 3.167
H49 1.138 -2.434 2.060


[4]
Formula: C29H50BN10Sc
Source: the Open Molecules 2025 dataset
Level of theory: ωB97M-V with the def2-TZVPD basis set

Total charge ... +2
Highest occupied orbital energy ... -14.33 eV
Lowest unoccupied orbital energy ... -0.217 Ha
Orbital gap ... 8.42 eV

CARTESIAN COORDINATES (ANGSTROEM)
Sc1 -0.294 -0.236 0.386
C1 -2.053 2.113 4.879
C2 -2.290 1.341 3.624
C3 -3.485 0.817 3.146
C4 -3.195 0.221 1.929
N1 -1.875 0.356 1.682
N2 -1.333 1.061 2.736
B1 0.065 1.733 2.623
N3 1.207 0.683 2.644
N4 1.427 -0.189 1.600
C5 2.641 -0.738 1.781
C6 3.176 -0.263 2.969
C7 2.261 0.653 3.471
C8 2.374 1.490 4.701
C9 3.270 -1.694 0.803
C10 2.587 -1.582 -0.558
C11 4.751 -1.331 0.637
C12 3.136 -3.125 1.343
N5 0.112 2.490 1.260
N6 0.047 1.817 0.066
C13 0.089 2.730 -0.921
C14 0.171 3.993 -0.361
C15 0.189 3.805 1.021
C16 0.268 4.833 2.099
C17 0.052 2.298 -2.366
C18 1.354 1.559 -2.709
C19 -0.097 3.521 -3.271
C20 -1.134 1.353 -2.584
C21 -4.154 -0.471 0.988
C22 -5.568 0.066 1.223
C23 -4.141 -1.983 1.263
C24 -3.764 -0.192 -0.464
H1 -2.933 2.047 5.513
H2 -1.869 3.167 4.664
H3 -1.197 1.729 5.432
H4 -4.447 0.889 3.627
H5 0.213 2.492 3.524
H6 4.131 -0.514 3.404
H7 3.250 1.182 5.266
H8 1.497 1.386 5.338
H9 2.485 2.545 4.450
H10 2.666 -0.566 -0.955
H11 1.543 -1.886 -0.499
H12 3.059 -2.253 -1.276
H13 4.871 -0.288 0.335
H14 5.203 -1.965 -0.130
H15 5.304 -1.487 1.564
H16 2.087 -3.393 1.497
H17 3.654 -3.231 2.297
H18 3.576 -3.834 0.639
H19 0.222 4.939 -0.876
H20 0.296 5.825 1.655
H21 1.166 4.703 2.706
H22 -0.596 4.779 2.763
H23 2.229 2.171 -2.487
H24 1.374 1.300 -3.770
H25 1.438 0.630 -2.141
H26 0.756 4.194 -3.164
H27 -1.009 4.076 -3.042
H28 -0.144 3.206 -4.315
H29 -1.016 0.420 -2.017
H30 -1.203 1.063 -3.634
H31 -2.077 1.813 -2.287
H32 -5.933 -0.181 2.222
H33 -6.254 -0.385 0.503
H34 -5.606 1.151 1.097
H35 -4.455 -2.194 2.287
H36 -3.140 -2.399 1.134
H37 -4.827 -2.496 0.585
H38 -3.824 0.874 -0.689
H39 -4.435 -0.723 -1.142
H40 -2.754 -0.533 -0.695
C25 -3.925 -5.172 -1.453
C26 -3.102 -5.965 -0.441
C27 -3.590 -5.746 0.990
C28 -1.599 -5.695 -0.566
N7 -1.265 -4.258 -0.449
C29 -1.255 -3.315 -1.399
N8 -0.918 -2.188 -0.828
N9 -0.727 -2.478 0.477
N10 -0.925 -3.716 0.721
H41 -4.971 -5.475 -1.400
H42 -3.589 -5.344 -2.481
H43 -3.897 -4.097 -1.245
H44 -3.195 -7.025 -0.685
H45 -3.437 -4.712 1.314
H46 -3.069 -6.402 1.691
H47 -4.657 -5.960 1.062
H48 -1.210 -6.030 -1.526
H49 -1.051 -6.192 0.230
H50 -1.485 -3.471 -2.442


[5]
Formula: C29H50BN4O12P
Source: the Open Molecules 2025 dataset
Level of theory: ωB97M-V with the def2-TZVPD basis set

Total charge ... 0
Highest occupied orbital energy ... -8.60 eV
Lowest unoccupied orbital energy ... -0.018 Ha
Orbital gap ... 8.11 eV
Structure (SMILES) ... C#CCc1nc2c(P(=N)(O)O)cc(COCC)c(B(O)O)c2nc1CCC(N)=O.COCCOCCOC.COCCOCCOC

CARTESIAN COORDINATES (ANGSTROEM)
C1 1.952 4.902 3.540
C2 1.870 4.698 2.364
C3 1.806 4.314 0.943
C4 2.951 3.349 0.658
N1 3.899 3.793 -0.130
C5 4.916 2.899 -0.311
C6 6.028 3.269 -1.129
P1 6.051 4.867 -1.985
N2 4.838 5.033 -2.917
O1 7.450 4.871 -2.828
O2 6.128 6.077 -0.882
C7 7.088 2.427 -1.309
C8 7.111 1.128 -0.716
C9 8.306 0.254 -0.965
O3 9.504 1.010 -0.787
C10 10.510 0.282 -0.112
C11 10.336 0.316 1.429
C12 6.043 0.741 0.049
B1 5.992 -0.716 0.719
O4 5.969 -0.883 2.068
O5 5.984 -1.830 -0.104
C13 4.945 1.629 0.269
N3 3.911 1.197 1.052
C14 2.931 2.045 1.254
C15 1.802 1.557 2.145
C16 1.313 0.163 1.656
C17 1.110 -0.814 2.791
N4 1.302 -2.199 2.440
O6 0.785 -0.468 3.896
H1 2.233 4.904 4.568
H2 0.834 3.891 0.687
H3 1.964 5.229 0.370
H4 4.287 5.854 -2.705
H5 8.110 5.412 -2.374
H6 6.962 6.557 -0.964
H7 7.937 2.717 -1.915
H8 8.277 -0.119 -1.999
H9 8.338 -0.626 -0.316
H10 10.545 -0.758 -0.457
H11 11.468 0.747 -0.349
H12 9.454 0.909 1.680
H13 11.198 0.797 1.893
H14 10.226 -0.684 1.851
H15 5.998 -0.023 2.500
H16 5.209 -1.781 -0.677
H17 0.945 2.219 2.128
H18 2.216 1.445 3.147
H19 1.997 -0.295 0.944
H20 0.371 0.312 1.117
H21 0.461 -2.726 2.651
H22 2.085 -2.589 2.950
C18 -2.240 -7.150 -1.198
O7 -3.067 -6.435 -0.307
C19 -2.786 -6.654 1.064
C20 -2.771 -5.366 1.865
O8 -1.695 -4.479 1.591
C21 -1.628 -3.832 0.328
C22 -2.687 -2.779 0.064
O9 -3.987 -3.333 -0.043
C23 -4.974 -2.648 0.704
H23 -2.619 -8.165 -1.355
H24 -2.242 -6.625 -2.154
H25 -1.204 -7.193 -0.846
H26 -1.830 -7.172 1.195
H27 -3.580 -7.295 1.470
H28 -2.639 -5.647 2.913
H29 -3.731 -4.853 1.801
H30 -1.578 -4.557 -0.485
H31 -0.662 -3.317 0.331
H32 -2.452 -2.298 -0.894
H33 -2.644 -2.015 0.847
H34 -4.594 -2.341 1.684
H35 -5.797 -3.344 0.872
H36 -5.345 -1.781 0.150
C24 -7.989 -1.261 -3.406
O10 -8.811 -0.570 -2.490
C25 -8.598 -0.913 -1.132
C26 -8.537 0.307 -0.233
O11 -7.401 1.144 -0.401
C27 -7.249 1.879 -1.606
C28 -8.228 3.018 -1.817
O12 -9.558 2.563 -2.002
C29 -10.522 3.252 -1.232
H37 -8.417 -2.236 -3.657
H38 -7.923 -0.664 -4.316
H39 -6.973 -1.393 -3.021
H40 -7.679 -1.497 -1.010
H41 -9.442 -1.536 -0.810
H42 -8.463 -0.060 0.794
H43 -9.462 0.882 -0.289
H44 -7.221 1.217 -2.471
H45 -6.255 2.330 -1.535
H46 -7.931 3.555 -2.727
H47 -8.161 3.716 -0.975
H48 -10.156 3.456 -0.221
H49 -11.395 2.604 -1.146
H50 -10.819 4.184 -1.721